No. 1
Computed, not measured: a cluster of 2 separate species, C7H16NO3P in total, with wB97M-V/def2-TZVPD.

Structure (ORCA input):
```
! RIJCOSX wB97M-V def2-TZVPD def2/J DEFGRID3
* xyz 0 1
H -2.872 2.939 -0.201
H -2.989 -1.738 1.807
O -2.734 0.951 0.269
C -2.451 2.297 0.555
H 3.280 -0.300 0.307
H 2.467 -0.473 1.634
H 0.733 1.102 -1.620
H -2.575 -3.215 0.701
H 1.599 -2.488 -1.051
C 1.360 -0.548 -0.210
C 1.114 0.805 -0.593
C 1.050 -1.578 -1.291
H 1.539 -1.234 -2.186
H 2.771 -1.944 0.755
C 2.536 -0.863 0.717
H 1.695 2.880 -0.354
C 2.070 1.884 -0.146
H 2.164 1.898 0.952
N 0.336 0.290 0.437
H -2.857 2.543 1.620
O -2.063 0.129 -2.055
H -1.322 2.337 0.550
H -1.255 -2.135 1.259
C -2.289 -2.186 0.916
H 3.028 1.813 -0.466
H 0.024 -1.631 -1.432
O -2.522 -1.465 -0.257
P -1.838 -0.069 -0.615
*
```

Energy, eV: -24437.18736
Kohn-Sham gap (spin up / spin down), eV: 8.78 / 8.78
Energy relative to the best compared isomer or geometry (same formula, charge and spin), kcal/mol: 80.6

Löwdin population analysis, charges in e, atoms 1 to 4:
1 H 0.076
2 H 0.140
3 O -0.287
4 C -0.123



No. 2
Computed, not measured: a cluster of 2 separate species, C2H6O3 in total, with wB97M-V/def2-TZVPD.

Structure (ORCA input):
```
! RIJCOSX wB97M-V def2-TZVPD def2/J DEFGRID3
* xyz 0 1
C -0.620 1.498 -1.649
H 1.508 1.088 -0.161
C 0.558 0.770 0.300
H 0.439 -2.659 1.048
H 0.588 1.018 1.375
O -0.390 -3.091 1.356
H -0.640 -2.597 2.169
H 0.227 0.918 -2.067
H 0.465 -0.324 0.195
O -0.571 1.389 -0.330
O -1.565 1.990 -2.236
*
```

Energy, eV: -8313.00672
Kohn-Sham gap, eV: 11.18
Structure (SMILES): COC=O.O
Energy relative to the best compared isomer or geometry (same formula, charge and spin), kcal/mol: 34.6

Löwdin population analysis, charges in e, atoms 1 to 4:
1 C -0.362
2 H 0.094
3 C -0.060
4 H 0.033



No. 3
Computed, not measured: a cluster of 10 separate species, C12H44N2O10 in total, with wB97M-V/def2-TZVPD.

Structure (ORCA input):
```
! RIJCOSX wB97M-V def2-TZVPD def2/J DEFGRID3
* xyz 0 1
H 5.054 0.597 0.208
H -0.263 -3.976 1.503
H 1.043 -0.624 -4.721
C -3.061 1.893 0.791
H 0.156 -3.568 -1.184
H 1.448 -3.872 -3.458
H -1.144 -4.016 -2.253
C -3.354 -0.064 -2.814
H 3.208 -1.289 0.549
C -0.039 -2.946 1.497
H -1.795 4.834 1.144
O 1.184 -2.417 1.061
H 1.129 -1.139 -3.099
O 0.231 -0.110 0.123
H 1.830 1.942 -2.162
C 3.445 -0.302 0.079
H -2.220 1.335 1.110
H -3.782 3.748 0.484
O -1.298 -0.104 4.698
H -1.819 -1.987 3.737
H -3.040 -0.605 3.598
O 0.056 4.643 -1.464
N 1.497 2.945 -2.169
O 3.209 -1.105 3.604
C 0.586 3.370 -1.355
H -1.237 0.756 4.317
C 1.706 0.665 3.072
O 4.280 0.599 0.777
H 1.833 -0.527 4.847
H 1.176 -1.327 3.445
H 0.656 0.945 2.976
H 2.384 1.442 3.470
O -2.182 0.136 -3.469
N 0.323 2.640 -0.311
H -3.660 1.988 1.695
C -0.127 -3.614 -2.257
H -0.154 -2.609 -2.607
C -2.778 3.352 0.397
C -1.961 -0.908 3.657
H -3.629 1.264 0.125
H -2.501 3.425 -0.682
H -0.907 -2.373 1.150
H 2.737 0.656 -4.345
H 2.081 3.666 -2.679
C 1.940 -0.642 3.810
H -4.191 -0.133 -3.593
O -1.759 3.877 1.199
H 1.868 0.637 2.018
H -1.267 0.726 -1.037
C 1.138 -0.228 -3.720
H -0.460 -0.715 -1.716
O 0.723 -4.378 -3.082
H 3.127 -2.074 3.593
H -1.483 -0.635 2.705
H -1.874 -0.707 -3.881
C -0.830 -0.241 -0.824
H -3.649 0.679 -2.088
H 3.990 -0.611 -0.816
H 0.453 -0.989 0.519
H 1.836 -3.051 1.289
H -0.107 -2.771 2.568
H 0.302 0.406 -3.567
H -1.680 -0.835 -0.391
H -3.270 -1.035 -2.430
H 0.449 1.611 -0.276
H -0.421 3.005 0.334
H 2.579 0.189 -0.216
O 2.289 0.556 -3.486
*
```

Energy, eV: -36606.76603
Kohn-Sham gap, eV: 8.20
Structure (SMILES): NC(N)=O.CCO.CCO.CO.CO.CO.CO.CO.CO.CO
Energy relative to the best compared isomer or geometry (same formula, charge and spin), kcal/mol: 81.8

Löwdin population analysis, charges in e, atoms 1 to 4:
1 H 0.072
2 H 0.082
3 H 0.088
4 C -0.081